(1)
This record from the OMol25 dataset describes a single C4H8ClNO molecule at a distorted geometry. The level of theory is ωB97M-V with the def2-TZVPD basis set.

strongest force on any atom: 6.82 eV/A
molar mass: 121.57 g mol⁻¹
electronic energy: -20334.6689 eV
energy relative to the best compared isomer or geometry (same formula, charge and spin): 297.4 kJ/mol
HOMO energy: -9.3 eV
gap between HOMO and LUMO: 9.77 eV
SMILES: NC/C=C(/Cl)CO
charge: 0

```
15
Properties=species:S:1:pos:R:3:mulliken_charge:R:1
N -2.06940 -0.28329 -0.61355 -0.608
C -0.95249 -0.87125 0.26301 -0.695
C 0.36485 -1.31704 -0.07944 -0.242
C 1.25207 -0.28744 -0.08206 0.467
Cl 2.99244 -0.44702 -0.41803 -0.231
C 1.01845 1.12983 0.39604 -0.887
O 0.25451 1.75369 -0.62422 -0.508
H -2.37350 -0.94035 -1.37014 0.262
H -1.51674 0.39466 -1.19107 0.311
H -1.39289 -1.72904 0.76665 0.416
H -0.69191 -0.33075 1.23510 0.234
H 0.74404 -2.34357 -0.37771 0.335
H 1.99491 1.58627 0.56748 0.410
H 0.60106 1.21812 1.37820 0.353
H -0.22541 2.46716 0.14974 0.383
```

=====

(2)
This record from the OMol25 dataset describes C18H10AuBCl2F4N4O2 as an isolated structure at a distorted geometry. The level of theory is ωB97M-V with the def2-TZVPD basis set.

strongest force on any atom: 1.11 eV/A
molar mass: 668.98 g mol⁻¹
electronic energy: -69172.2055 eV
energy relative to the best compared isomer or geometry (same formula, charge and spin): 5.0 kJ/mol
HOMO energy (alpha / beta): -8.2 / -9.1 eV
gap between HOMO and LUMO (alpha / beta): 7.27 / 6.49 eV
multiplicity: 3
expectation value of S²: 2.026
charge: 0

```
42
Properties=species:S:1:pos:R:3:mulliken_charge:R:1
Au 0.67552 -0.01234 0.06878 1.152
Cl -6.40733 -1.65788 -0.84113 -0.182
C -4.93743 -0.91909 -0.35228 0.126
C -3.75226 -1.35331 -0.86611 -0.645
C -2.52648 -0.77564 -0.45288 0.049
N -1.33788 -1.06162 -0.93525 -0.162
C -1.03537 -1.86741 -1.98500 -0.080
O -1.59193 -2.88109 -2.35550 -0.626
C 0.17119 -1.30737 -2.70072 0.821
C 0.41814 -1.66191 -4.01415 -0.691
C 1.48658 -1.07540 -4.67632 -0.173
C 2.28023 -0.16609 -3.99938 -0.841
C 1.98140 0.13459 -2.68068 -0.136
N 0.93869 -0.41567 -2.05739 -0.222
C -2.54077 0.28202 0.54936 0.273
C -3.79040 0.72108 1.03152 -0.733
C -4.95509 0.14391 0.59885 0.204
Cl -6.44872 0.73108 1.20362 -0.177
N -1.35185 0.73729 0.96346 -0.302
C -1.15611 1.68462 1.92724 -0.079
O -1.91760 2.57051 2.25659 -0.642
C 0.14133 1.45168 2.64609 0.861
C 0.34225 1.98691 3.90290 -0.673
C 1.50032 1.65676 4.59328 -0.171
C 2.41379 0.80293 4.00046 -0.867
C 2.14766 0.30494 2.73438 0.004
N 1.03449 0.63104 2.08141 -0.227
H -3.72918 -2.16693 -1.57610 0.622
H -0.22646 -2.38447 -4.49306 0.466
H 1.69480 -1.33498 -5.70558 0.433
H 3.13700 0.29915 -4.46477 0.419
H 2.60809 0.80056 -2.10289 0.628
H -3.82096 1.53663 1.73602 0.648
H -0.41291 2.64182 4.31297 0.465
H 1.67533 2.05478 5.58378 0.427
H 3.33586 0.52767 4.49106 0.413
H 2.84441 -0.34550 2.23055 0.596
F 2.92422 -0.66234 -0.02681 -0.429
B 4.28597 -0.04716 -0.13687 0.539
F 5.11012 -0.99008 -0.69608 -0.312
F 4.11811 1.07881 -0.94625 -0.410
F 4.67326 0.30753 1.15285 -0.362
```

=====

(3)
This record from the OMol25 dataset describes a single C2H3Cl3O molecule at a distorted geometry. The level of theory is ωB97M-V with the def2-TZVPD basis set.

strongest force on any atom: 4.86 eV/A
molar mass: 149.40 g mol⁻¹
electronic energy: -41736.7332 eV
energy relative to the best compared isomer or geometry (same formula, charge and spin): 70.9 kJ/mol
HOMO energy: -10.8 eV
gap between HOMO and LUMO: 11.40 eV
SMILES: O[C@H](Cl)C(Cl)Cl
charge: 0

```
9
Properties=species:S:1:pos:R:3:mulliken_charge:R:1
O 0.33842 -0.32230 1.43249 -0.451
C 0.43038 -0.25427 0.11662 -0.289
Cl 1.94647 0.56095 -0.59533 -0.208
C -0.84150 0.49449 -0.58183 0.009
Cl -1.30174 2.03411 0.14809 -0.129
Cl -2.21240 -0.63457 -0.23163 -0.169
H 0.55346 0.54734 1.97828 0.398
H 0.62916 -1.22239 -0.23188 0.444
H -0.65907 0.41377 -1.57526 0.395
```

=====

(4)
This record from the OMol25 dataset describes C24H29ClInN2OP as an isolated structure at a distorted geometry. The level of theory is ωB97M-V with the def2-TZVPD basis set.

strongest force on any atom: 3.41 eV/A
molar mass: 542.75 g mol⁻¹
electronic energy: -57355.1517 eV
energy relative to the best compared isomer or geometry (same formula, charge and spin): 101.0 kJ/mol
HOMO energy (alpha / beta): -14.2 / -14.2 eV
gap between HOMO and LUMO (alpha / beta): 4.43 / 4.43 eV
charge: +2

```
59
Properties=species:S:1:pos:R:3:mulliken_charge:R:1
In -0.02097 0.64673 1.15619 1.160
Cl 0.32881 -1.77839 0.94661 -0.404
P -1.44547 -0.04236 -0.98605 0.404
C -1.86703 1.64078 -1.54520 0.294
C -3.13449 2.22808 -1.38078 -0.439
C -3.31477 3.53621 -1.81440 -0.620
C -2.24990 4.27202 -2.34434 -0.551
C -0.96820 3.72049 -2.38379 -0.625
C -0.76149 2.41298 -1.97350 -0.296
C -1.09012 -0.86632 -2.57754 0.785
C -0.71055 -2.22473 -2.53207 -0.491
C -0.50265 -2.91615 -3.71951 -0.673
C -0.73742 -2.29244 -4.94877 -0.479
C -1.14462 -0.96056 -4.99415 -0.692
C -1.29832 -0.23251 -3.82005 -0.154
C -3.02101 -0.81487 -0.47450 0.683
C -3.13346 -1.27834 0.85084 -0.051
C -4.33846 -1.81619 1.29902 -0.789
C -5.40837 -1.95026 0.41452 -0.546
C -5.28280 -1.53241 -0.91743 -0.722
C -4.09068 -0.97281 -1.37252 -0.079
H -0.60803 -2.73327 -1.57336 0.291
H -0.18034 -3.95461 -3.66535 0.415
H -0.58621 -2.84131 -5.87067 0.422
H -1.35223 -0.46635 -5.93858 0.439
H -1.61120 0.80908 -3.86370 0.326
H -3.94501 1.65812 -0.90933 0.415
H -4.30229 3.98598 -1.72101 0.433
H -2.41315 5.29350 -2.68467 0.426
H -0.10284 4.29762 -2.72493 0.438
H 0.25218 1.97373 -1.95991 0.452
H -2.26333 -1.20987 1.51514 0.142
H -4.41335 -2.13702 2.34045 0.420
H -6.34858 -2.38638 0.74822 0.415
H -6.11439 -1.63485 -1.61594 0.420
H -3.98869 -0.65245 -2.41746 0.490
H -1.99541 2.05982 1.72493 0.193
H -2.32662 1.37456 1.92097 -0.019
C 1.85297 -1.10815 3.78057 -0.813
N 3.16564 -0.64382 3.36896 0.178
C 4.22996 -0.78214 4.32687 -0.558
C 5.58402 -0.76685 3.66467 -0.720
C 5.71224 0.42698 2.74226 -0.587
N 4.56326 0.45460 1.86294 0.182
C 4.61546 1.19715 0.62988 -0.954
C 3.30029 0.17181 2.29001 0.350
O 2.32583 0.67844 1.65662 -0.709
H 1.93466 -1.55029 4.78720 0.411
H 1.49778 -1.89544 3.09194 0.233
H 1.10256 -0.29193 3.78694 0.164
H 4.15396 0.08022 5.01160 0.288
H 4.05888 -1.70954 4.88240 0.444
H 5.77637 -1.68554 3.10495 0.324
H 6.34438 -0.69634 4.43313 0.366
H 6.62168 0.39884 2.13635 0.373
H 5.75886 1.33831 3.36101 0.280
H 4.10512 2.16697 0.73127 0.312
H 5.66057 1.35638 0.35037 0.333
H 4.12700 0.64511 -0.18731 0.273
```

=====

(5)
This record from the OMol25 dataset describes a 2-piece molecular cluster, C4H15N2O overall at a distorted geometry. The level of theory is ωB97M-V with the def2-TZVPD basis set.

strongest force on any atom: 2.09 eV/A
molar mass: 107.18 g mol⁻¹
electronic energy: -9412.6464 eV
energy relative to the best compared isomer or geometry (same formula, charge and spin): 98.0 kJ/mol
HOMO energy: -13.4 eV
gap between HOMO and LUMO: 10.49 eV
charge: +1

```
22
Properties=species:S:1:pos:R:3:mulliken_charge:R:1
C -0.57023 -1.46808 -2.04075 -1.369
C -0.39636 -0.42198 -0.99731 0.137
C 0.61273 0.73712 -1.27235 -0.536
C 1.18303 1.16012 0.09391 -0.890
N 0.20747 1.50845 1.13212 -0.478
N -1.69876 0.15706 -0.39861 -0.281
H 0.21535 -2.22102 -1.92466 0.371
H -1.39297 -2.14625 -1.75871 0.423
H -0.62199 -1.10782 -3.06227 0.318
H -0.02403 -0.87544 -0.07662 0.245
H 1.48157 0.31971 -1.77377 0.344
H 0.07937 1.57699 -1.71542 0.341
H 1.97805 1.91361 0.06974 0.449
H 1.79318 0.32789 0.46875 0.421
H 0.01880 2.48987 1.22775 0.202
H -1.48814 0.28063 0.59962 0.391
H 0.41418 1.04145 2.00790 0.215
H -1.94355 1.09380 -0.70609 0.335
H -2.46108 -0.50374 -0.46551 0.357
H 1.24273 -1.78837 3.07649 0.318
H 0.72136 -1.01329 4.23824 0.301
O 0.64928 -1.06071 3.27757 -0.613
```

=====

(6)
This record from the OMol25 dataset describes C5H9N2O3 as an isolated structure at a distorted geometry. The level of theory is ωB97M-V with the def2-TZVPD basis set.

strongest force on any atom: 5.12 eV/A
molar mass: 145.14 g mol⁻¹
electronic energy: -14444.5989 eV
energy relative to the best compared isomer or geometry (same formula, charge and spin): 143.2 kJ/mol
HOMO energy: -14.0 eV
gap between HOMO and LUMO: 10.39 eV
charge: +1

```
19
Properties=species:S:1:pos:R:3:mulliken_charge:R:1
C 2.64628 -0.72424 -0.30596 0.292
C -1.51876 -0.43992 0.06464 0.706
C 1.58433 0.35548 -0.50486 -0.747
C 0.68484 -0.92289 0.62964 0.083
C -2.83799 -0.78443 -0.55538 -0.943
N 1.90706 -1.68037 0.30592 -0.175
N 1.78458 1.64932 0.04128 -0.180
O 3.82336 -0.68060 -0.39160 -0.505
O -1.28256 0.67982 0.48835 -0.508
O -0.43610 -1.35451 0.03904 -0.354
H 0.96212 0.22134 -1.35953 0.473
H 0.78752 -0.55173 1.65665 0.439
H -2.94253 -1.95073 -0.77098 0.282
H -3.00352 -0.02439 -1.46499 0.262
H -3.73675 -0.63602 0.00165 0.367
H 1.91043 -2.67316 0.07466 0.299
H 2.38653 2.31702 -0.52983 0.390
H 2.37363 1.40786 0.87297 0.454
H 0.91478 2.15739 0.31260 0.365
```

=====

(7)
This record from the OMol25 dataset describes a 3-piece molecular cluster, C5H15NO2 overall at a distorted geometry. The level of theory is ωB97M-V with the def2-TZVPD basis set.

strongest force on any atom: 3.17 eV/A
molar mass: 121.18 g mol⁻¹
electronic energy: -11004.5901 eV
energy relative to the best compared isomer or geometry (same formula, charge and spin): 902.7 kJ/mol
HOMO energy: -8.0 eV
gap between HOMO and LUMO: 3.86 eV
charge: 0

```
23
Properties=species:S:1:pos:R:3:mulliken_charge:R:1
C 0.06966 -1.56248 -1.16336 -0.754
N -0.72099 -1.27191 -0.00939 0.078
C -1.54922 -0.08907 -0.22316 -0.634
C 0.88891 0.11225 1.37013 -0.317
C 0.07090 -1.25071 1.19011 -0.409
C 1.78178 1.91931 -2.22718 -0.838
O 1.14030 0.99652 -1.47115 -0.545
H 0.76342 -2.37644 -0.95313 0.347
H -0.51493 -1.85556 -2.03713 0.319
H 0.67115 -0.63145 -1.36520 0.389
H -2.35553 -0.40777 -0.88931 0.338
H -1.05218 0.80708 -0.58949 0.250
H -2.09353 0.16721 0.69793 0.288
H 0.13380 0.78444 1.75659 0.324
H 1.83579 -0.06264 1.86650 0.330
H 1.07671 0.38971 0.31428 -0.080
H 0.78576 -2.06973 1.22592 0.346
H 1.15048 2.56587 -2.85859 0.258
H 2.63492 1.45381 -2.75004 0.284
H 2.22780 2.61073 -1.46312 0.297
H -0.55779 -1.19031 2.10293 0.315
H -2.58120 0.62703 2.98153 0.179
O -1.70615 0.63870 2.59367 -0.765
```

=====

(8)
This record from the OMol25 dataset describes a 2-piece molecular cluster, C7H16O2 overall at a distorted geometry. The level of theory is ωB97M-V with the def2-TZVPD basis set.

strongest force on any atom: 1.69 eV/A
molar mass: 132.20 g mol⁻¹
electronic energy: -11611.2309 eV
energy relative to the best compared isomer or geometry (same formula, charge and spin): 291.4 kJ/mol
HOMO energy: -9.5 eV
gap between HOMO and LUMO: 10.31 eV
SMILES: CC(C)C(O)O.C=CC
charge: 0

```
25
Properties=species:S:1:pos:R:3:mulliken_charge:R:1
C -0.81503 -2.23931 0.20055 -1.354
C -0.26354 -1.27826 -0.85659 0.386
C 1.25301 -1.21759 -0.67047 -1.412
C -1.26176 0.06858 -1.15994 -0.046
O -2.51761 -0.43532 -0.79823 -0.543
O -1.27829 1.44103 -0.81500 -0.561
H -1.89326 -2.16205 0.28708 0.356
H -0.37660 -2.05244 1.17895 0.250
H -0.57098 -3.25726 -0.09501 0.416
H -0.43363 -1.75435 -1.82800 0.379
H 1.62557 -2.24065 -0.65342 0.435
H 1.75282 -0.68187 -1.47525 0.295
H 1.53678 -0.74507 0.27903 0.412
H -1.17504 0.14864 -2.25653 0.271
H -3.19506 0.15775 -1.14644 0.346
H -1.49552 1.54261 0.12242 0.323
C 0.54714 1.06582 2.26510 -0.819
C 0.74310 1.21727 0.96878 1.442
C 1.52501 2.27511 0.27044 -0.988
H 0.98278 1.72249 3.00327 0.328
H -0.05283 0.25528 2.64854 0.248
H 0.19909 0.55992 0.30403 -1.001
H 1.96463 2.98549 0.96800 0.379
H 2.32161 1.81680 -0.31610 0.239
H 0.87761 2.80739 -0.42521 0.222
```

=====

Question: The highest electronic energy belongs to which entry?
Answer: C4H15N2O